(1)
Density functional theory data (ωB97M-V/def2-TZVPD) for C33H42BrIN3O5Ti as an isolated structure at a distorted geometry.

As for the LUMO energy (spin up / spin down): 0.088 / 0.088 hartree. Its multiplicity is 3. The net charge is -1. The frontier orbital gap (spin up / spin down) is 4.62 / 7.05 eV. As for the energy above the lowest of the compared OMol25 structures with the same formula, charge and spin: 7.1 kcal per mole. For the electronic energy, the calculation gives -150874.901 eV.

Positions of all 86 atoms, in Å:
1 Ti -0.24984 -0.08127 0.04931
2 O 1.61118 -0.84183 -1.12284
3 C 1.84897 0.10114 -2.16299
4 C 2.02201 1.51432 -1.61522
5 N 1.01054 1.85029 -0.60033
6 C 1.64474 2.24349 0.66799
7 C 2.16133 0.98981 1.36157
8 O 3.30860 0.90943 1.77330
9 O 1.27137 0.05128 1.40159
10 C 0.02133 2.85484 -0.97689
11 C -1.22008 2.71712 -0.08871
12 O -1.88485 3.68868 0.20626
13 O -1.47295 1.49020 0.27651
14 H 2.31656 -0.81498 -0.45726
15 H 0.97214 0.01010 -2.79938
16 H 2.73494 -0.18714 -2.74131
17 H 1.99460 2.23036 -2.44578
18 H 3.01039 1.60293 -1.15178
19 H 0.87836 2.68834 1.30975
20 H 2.44701 2.97455 0.50886
21 H -0.30146 2.68649 -2.00313
22 H 0.41383 3.87754 -0.89645
23 C -4.24606 -1.06178 2.88295
24 C -3.24258 -1.71053 1.92812
25 C -4.00281 -2.71243 1.04865
26 C -2.08528 -2.39468 2.63786
27 C -2.31983 -2.95591 3.88616
28 C -1.34295 -3.68675 4.53815
29 C -0.12372 -3.86330 3.92025
30 C 0.17168 -3.31662 2.66783
31 C 1.56928 -3.68165 2.16694
32 C 2.63272 -2.72364 2.70022
33 C 1.74274 -3.93369 0.67383
34 C -0.81831 -2.54381 2.03053
35 N -0.66490 -1.94635 0.73936
36 C -1.06796 -2.75329 -0.26689
37 C -1.40619 -2.21357 -1.52281
38 C -2.00968 -2.89247 -2.58131
39 C -2.35726 -1.90867 -3.50932
40 C -1.98169 -0.67893 -2.98456
41 N -1.35658 -0.84179 -1.75757
42 C -2.27407 0.64942 -3.65598
43 C -0.99435 1.31921 -4.17321
44 C -3.15737 0.42636 -4.89014
45 C -3.03826 1.57617 -2.69901
46 H -4.83958 -0.32217 2.34584
47 H -3.77308 -0.55798 3.72281
48 H -4.93989 -1.80501 3.28545
49 H -2.83136 -0.93253 1.27181
50 H -4.35306 -3.54943 1.65907
51 H -3.38790 -3.10024 0.24335
52 H -4.87569 -2.23192 0.60245
53 H -3.28762 -2.82530 4.35165
54 H -1.53607 -4.11523 5.51331
55 H 0.64236 -4.45646 4.40810
56 H 1.76364 -4.64769 2.65149
57 H 2.63061 -2.70988 3.79290
58 H 3.62485 -3.04263 2.37383
59 H 2.46582 -1.70670 2.35791
60 H 1.66110 -3.02985 0.08134
61 H 1.00035 -4.63258 0.29311
62 H 2.73183 -4.36656 0.50335
63 H -1.23206 -3.81200 -0.08483
64 H -2.19988 -3.95280 -2.62765
65 H -2.88156 -2.06377 -4.43772
66 H -0.44967 0.63183 -4.82406
67 H -0.32730 1.60740 -3.36841
68 H -1.23517 2.22062 -4.74194
69 H -2.63696 -0.14137 -5.66243
70 H -3.43523 1.39518 -5.31162
71 H -4.07045 -0.10613 -4.62743
72 H -2.73502 1.41596 -1.67052
73 H -4.10798 1.36298 -2.74592
74 H -2.90600 2.63137 -2.95560
75 Br -3.15196 1.33639 6.38616
76 C -1.49690 0.42260 6.25810
77 C -1.03949 -0.22571 7.39886
78 C 0.16322 -0.91080 7.36483
79 C 0.90583 -0.95525 6.19143
80 C 0.44283 -0.31470 5.05610
81 C -0.76285 0.38802 5.08050
82 I -1.33412 1.27252 3.29962
83 H -1.62958 -0.18892 8.30358
84 H 0.51295 -1.41485 8.25575
85 H 1.83581 -1.50461 6.14595
86 H 1.00423 -0.36907 4.13250



(2)
Density functional theory data (ωB97M-V/def2-TZVPD) for C33H42CaN7O4S2 as an isolated structure at a distorted geometry.

As for the LUMO energy: 0.083 hartree. The net charge is -1. The frontier orbital gap is 7.27 eV. As for the energy above the lowest of the compared OMol25 structures with the same formula, charge and spin: 7.7 kcal per mole. For the electronic energy, the calculation gives -93638.864 eV.

Positions of all 89 atoms, in Å:
1 Ca -1.57254 -0.81959 0.03223
2 O -3.75510 -1.27066 -3.27679
3 S -3.07520 -1.44936 -2.01168
4 O -3.32149 -2.72141 -1.32196
5 O -1.57014 -1.32114 -2.15392
6 O -3.41383 -0.33723 -1.03096
7 C -4.26723 2.30717 3.75508
8 C -3.93870 2.28643 2.26213
9 C -2.70148 3.07993 1.90911
10 C -2.79593 4.46380 1.79522
11 C -1.70823 5.22781 1.40805
12 C -0.50840 4.59927 1.11542
13 C -0.37002 3.21985 1.21823
14 C 0.95919 2.58627 0.90423
15 C 1.95147 2.73598 2.05785
16 C -1.46740 2.46257 1.64847
17 N -1.37977 1.04997 1.73173
18 C -1.37514 0.51522 2.91067
19 C -1.56633 -0.86895 3.17243
20 C -1.64519 -1.47650 4.43380
21 C -2.03226 -2.79479 4.20097
22 C -2.18146 -2.90880 2.80950
23 N -1.90498 -1.76181 2.18055
24 H -5.19658 1.77128 3.95497
25 H -4.37738 3.33154 4.11788
26 H -3.47748 1.83022 4.33770
27 H -4.77915 2.70811 1.70473
28 H -3.83163 1.25601 1.92482
29 H -3.75136 4.93949 1.99179
30 H -1.79990 6.30301 1.31373
31 H 0.34334 5.18453 0.78459
32 H 1.36183 3.04878 0.00023
33 H 0.82264 1.53587 0.65811
34 H 2.18022 3.78731 2.24626
35 H 2.88770 2.21726 1.84055
36 H 1.53939 2.32023 2.98096
37 H -1.26127 1.15778 3.79152
38 H -1.44765 -1.00098 5.38420
39 H -2.20286 -3.57034 4.93186
40 H -2.49309 -3.77805 2.24633
41 C 2.17547 -0.81163 1.77561
42 N 1.60375 -2.04233 2.27458
43 C 1.73447 -2.12837 3.71350
44 C 2.18109 -3.21827 1.65955
45 C 2.12906 -3.25525 0.13899
46 N 0.83086 -2.99326 -0.45898
47 C 0.94448 -3.12585 -1.90564
48 C -0.19021 -3.89241 0.06444
49 H 3.27430 -0.76818 1.90380
50 H 1.73992 0.02552 2.32050
51 H 1.94124 -0.68920 0.71842
52 H 2.79410 -2.17238 4.03044
53 H 1.22168 -3.01845 4.07995
54 H 1.26765 -1.26230 4.18011
55 H 1.66418 -4.09081 2.06733
56 H 3.24722 -3.32508 1.94589
57 H 2.48182 -4.26487 -0.15125
58 H 2.84304 -2.54611 -0.28573
59 H 1.24955 -4.14943 -2.18936
60 H 1.70108 -2.42958 -2.27377
61 H -0.00481 -2.88398 -2.37398
62 H 0.09138 -4.95300 -0.06463
63 H -1.13314 -3.72344 -0.46394
64 H -0.34231 -3.68963 1.12167
65 N 1.80606 1.01232 -4.07660
66 C 2.99018 0.31538 -4.34086
67 C 3.41514 0.09849 -5.64171
68 C 4.59573 -0.59362 -5.88818
69 C 5.33820 -1.09442 -4.83267
70 C 4.89865 -0.89374 -3.52772
71 C 3.74429 -0.17317 -3.27707
72 S 3.23560 0.18055 -1.62508
73 N 1.57640 0.49654 -1.77995
74 C 1.10311 0.90459 -2.88884
75 C -0.32907 1.31960 -2.97412
76 C -1.04999 1.16912 -4.14601
77 C -2.38095 1.56260 -4.15722
78 C -2.92120 2.10747 -3.01332
79 C -2.12460 2.18580 -1.87833
80 N -0.85653 1.79860 -1.84767
81 H 1.28570 1.35106 -4.86627
82 H 2.81861 0.47566 -6.46483
83 H 4.92150 -0.74744 -6.90858
84 H 6.25188 -1.64422 -5.01546
85 H 5.46712 -1.28849 -2.69369
86 H -0.61950 0.67231 -5.00565
87 H -2.99418 1.39236 -5.03068
88 H -3.96279 2.38875 -2.95990
89 H -2.53183 2.56607 -0.94768



(3)
Density functional theory data (ωB97M-V/def2-TZVPD) for C33H42MgN3O as an isolated structure.

As for the LUMO energy: -0.111 hartree. The net charge is +1. The frontier orbital gap is 6.48 eV. For the electronic energy, the calculation gives -46864.140 eV.

Positions of all 80 atoms, in Å:
1 Mg 0.49855 0.64411 0.01860
2 C 0.79653 -0.47929 3.99729
3 C 1.29626 -0.51741 2.57609
4 C 0.87061 -1.52264 1.70259
5 C 1.47945 -1.71257 0.45860
6 C 1.10685 -2.87611 -0.41759
7 C 2.52366 -0.85389 0.09275
8 C 2.93556 0.20056 0.91465
9 C 4.10245 1.08064 0.55907
10 C 2.27893 0.37371 2.14226
11 H 1.41465 -1.14333 4.60493
12 H -0.23040 -0.83673 4.08110
13 H 0.87071 0.51799 4.42936
14 H 0.10188 -2.21698 2.02422
15 H 1.78539 -3.70820 -0.22054
16 H 1.19017 -2.62329 -1.47407
17 H 0.09294 -3.21955 -0.21892
18 H 3.04808 -1.03266 -0.83787
19 H 4.94125 0.85321 1.21920
20 H 3.86666 2.13764 0.68738
21 H 4.42673 0.91775 -0.46683
22 H 2.60871 1.16609 2.80581
23 N -3.81268 4.54439 4.32138
24 C -3.69058 4.51664 2.97324
25 O -4.35419 5.19784 2.22496
26 C -2.65642 3.56661 2.40340
27 C -2.24661 3.79073 1.10059
28 C -1.30852 2.95283 0.53665
29 N -0.77307 1.91127 1.19965
30 C -1.20586 1.67641 2.44484
31 C -2.13484 2.47453 3.08093
32 H -4.48214 5.18414 4.71573
33 H -3.18502 4.06637 4.93947
34 H -2.67601 4.60911 0.53991
35 H -0.97866 3.09112 -0.48430
36 H -0.80352 0.81093 2.94099
37 H -2.45245 2.21087 4.08112
38 C -4.43567 2.38701 -3.74608
39 C -3.62578 1.59519 -2.75104
40 C -4.25668 0.85095 -1.76077
41 C -3.50399 0.10856 -0.85590
42 C -4.16575 -0.73065 0.20742
43 C -2.12494 0.15762 -0.94724
44 C -1.43390 0.94294 -1.89874
45 C -2.23469 1.63252 -2.82309
46 N -0.04743 0.96387 -1.81449
47 C 0.79193 1.72149 -2.75634
48 C 0.69777 1.18786 -4.19448
49 C 1.67402 1.93228 -5.11218
50 C 3.11105 1.70985 -4.63270
51 C 3.24931 2.23585 -3.19867
52 C 2.95567 3.73782 -3.17543
53 C 1.52367 3.97304 -3.66309
54 C 1.36272 3.43326 -5.08969
55 C 0.54868 3.24572 -2.72936
56 C 2.24310 1.50483 -2.30762
57 H -5.50380 2.24183 -3.59283
58 H -4.19585 2.08850 -4.76847
59 H -4.22246 3.45393 -3.65920
60 H -5.33895 0.83053 -1.70505
61 H -5.24692 -0.74596 0.07984
62 H -3.95357 -0.33745 1.20539
63 H -3.80695 -1.76097 0.17499
64 H -1.55280 -0.47373 -0.25646
65 H -1.78739 2.20617 -3.61978
66 H -0.31655 1.28677 -4.58092
67 H 0.93140 0.11836 -4.17675
68 H 1.56517 1.55079 -6.12956
69 H 3.80970 2.24189 -5.28416
70 H 3.36726 0.64652 -4.67629
71 H 4.26383 2.05131 -2.83323
72 H 3.66733 4.26739 -3.81448
73 H 3.07376 4.13043 -2.15931
74 H 1.30455 5.04297 -3.65004
75 H 2.04054 3.96442 -5.76438
76 H 0.34378 3.61309 -5.44713
77 H -0.47574 3.48467 -3.01127
78 H 0.70215 3.60054 -1.70166
79 H 2.34467 1.87991 -1.27104
80 H 2.44486 0.42974 -2.31042



(4)
Density functional theory data (ωB97M-V/def2-TZVPD) for C33H42N3O2PPdSeSi as an isolated structure at a distorted geometry.

As for the LUMO energy: 0.157 hartree. The net charge is -2. The frontier orbital gap is 4.75 eV. As for the energy above the lowest of the compared OMol25 structures with the same formula, charge and spin: 34.0 kcal per mole. For the electronic energy, the calculation gives -129464.145 eV.

Positions of all 84 atoms, in Å:
1 Pd 0.02147 -0.02536 -0.19457
2 O -3.13563 6.47386 0.74191
3 C -3.69197 5.53992 0.13052
4 O -4.85628 5.45016 -0.30914
5 C -2.79993 4.28773 -0.11215
6 C -1.46448 4.28260 0.27122
7 C -0.70044 3.13805 0.05901
8 N -1.24427 2.03911 -0.45250
9 C -2.51669 2.01956 -0.82952
10 C -3.32551 3.14666 -0.70157
11 C -2.97593 0.69219 -1.32295
12 C -4.31113 0.40049 -1.59213
13 C -4.65554 -0.87722 -1.99279
14 C -3.65553 -1.82915 -2.13904
15 C -2.34782 -1.44664 -1.88668
16 N -2.01489 -0.22754 -1.47838
17 C 0.74624 3.00311 0.39146
18 C 1.44796 3.94853 1.13457
19 C 2.79518 3.74373 1.38238
20 C 3.40622 2.60158 0.88309
21 C 2.63671 1.71135 0.14690
22 N 1.34458 1.90273 -0.09163
23 H -1.07056 5.18252 0.72524
24 H -4.35664 3.17093 -1.02885
25 H -5.07230 1.16112 -1.47687
26 H -5.69138 -1.12925 -2.18792
27 H -3.88336 -2.84141 -2.44861
28 H -1.51624 -2.13192 -2.03092
29 H 0.94334 4.83102 1.50579
30 H 3.36541 4.47363 1.94537
31 H 4.45907 2.40893 1.04704
32 H 3.06557 0.81419 -0.29274
33 C -0.72631 1.32733 4.37168
34 C -0.22807 -0.11258 4.20480
35 C 1.22704 -0.15723 4.67423
36 C -1.08755 -1.02112 5.08393
37 P -0.24743 -0.47160 2.29272
38 C -2.07648 -0.69426 2.22014
39 C -2.78878 -1.89023 2.32095
40 C -4.17705 -1.90182 2.29910
41 C -4.89143 -0.71664 2.22298
42 C -4.20176 0.48586 2.16005
43 C -2.81694 0.49018 2.14055
44 C 0.51627 -2.20322 2.03878
45 C 0.35266 -3.28720 3.10495
46 C -0.03907 -2.66621 0.68943
47 C 2.01889 -1.92895 1.84116
48 H -0.54267 1.66885 5.39713
49 H -1.79658 1.40288 4.18353
50 H -0.20754 2.00489 3.68800
51 H 1.30849 0.24262 5.69205
52 H 1.85879 0.44808 4.01849
53 H 1.61582 -1.17600 4.68511
54 H -1.07503 -0.65098 6.11798
55 H -0.72047 -2.04705 5.09421
56 H -2.12423 -1.03171 4.74638
57 H -2.26892 -2.83192 2.42577
58 H -4.70541 -2.84771 2.35766
59 H -5.97497 -0.73130 2.20205
60 H -4.74251 1.42369 2.10112
61 H -2.28962 1.43294 2.06919
62 H -0.69298 -3.48166 3.34551
63 H 0.87696 -3.03847 4.03018
64 H 0.78145 -4.22155 2.72538
65 H -1.04643 -3.08109 0.75261
66 H 0.63182 -3.39994 0.23344
67 H -0.06888 -1.75132 -0.00769
68 H 2.49108 -1.54357 2.74855
69 H 2.14305 -1.20033 1.03962
70 H 2.53462 -2.84798 1.54095
71 C 2.60312 -0.26773 -5.17714
72 Si 1.33015 0.03346 -3.78149
73 C 1.36509 1.90833 -3.49637
74 C -0.34966 -0.26853 -4.62219
75 Se 1.85537 -1.28761 -2.08522
76 H 2.38548 0.35190 -6.05653
77 H 2.59978 -1.31690 -5.48234
78 H 3.61156 -0.03226 -4.82808
79 H 1.18975 2.44275 -4.43672
80 H 2.32518 2.23197 -3.08710
81 H 0.58612 2.19090 -2.78798
82 H -0.39515 0.27766 -5.57097
83 H -1.15837 0.08926 -3.98541
84 H -0.51912 -1.32859 -4.82697



(5)
Density functional theory data (ωB97M-V/def2-TZVPD) for C33H42N4PS2SiTl as an isolated structure.

As for the LUMO energy: -0.012 hartree. The frontier orbital gap is 7.61 eV. As for the energy above the lowest of the compared OMol25 structures with the same formula, charge and spin: 2.6 kcal per mole. For the electronic energy, the calculation gives -84394.684 eV.

Positions of all 84 atoms, in Å:
1 Tl -0.49080 -0.49601 0.58798
2 N 1.86457 1.42634 -3.15632
3 P 0.48687 1.05169 -2.20463
4 C -0.75004 0.66197 -3.48186
5 C -1.02385 1.50159 -4.56124
6 C -1.96277 1.13674 -5.51139
7 C -2.64903 -0.06509 -5.38420
8 C -2.39222 -0.90262 -4.31044
9 C -1.44204 -0.54064 -3.36567
10 C 0.05187 2.75695 -1.69488
11 C 1.03561 3.47305 -1.00911
12 C 0.77922 4.74868 -0.53417
13 C -0.46685 5.32722 -0.73989
14 C -1.44844 4.62568 -1.42208
15 C -1.19284 3.34598 -1.89711
16 C 3.15589 0.95320 -3.03296
17 C 4.10659 1.30064 -4.00783
18 C 5.39220 0.83521 -3.86881
19 C 5.71397 0.03541 -2.77519
20 C 4.70839 -0.24667 -1.87491
21 N 3.45373 0.19743 -1.98325
22 H 1.70799 1.98791 -3.98086
23 H -0.52220 2.45975 -4.64883
24 H -2.17310 1.79582 -6.34363
25 H -3.39219 -0.34230 -6.11997
26 H -2.93464 -1.83239 -4.20100
27 H -1.24974 -1.19354 -2.52030
28 H 2.01376 3.03067 -0.85514
29 H 1.55149 5.29190 -0.00484
30 H -0.66995 6.32385 -0.37028
31 H -2.42204 5.06964 -1.58347
32 H -1.97207 2.80323 -2.41427
33 H 3.82190 1.92170 -4.84729
34 H 6.14216 1.08903 -4.60687
35 H 6.71073 -0.35374 -2.62787
36 H 4.91217 -0.86558 -1.00909
37 S -2.41667 0.88815 -0.13082
38 C -3.57404 -0.34079 -0.59430
39 C -4.70535 0.19900 -1.28351
40 N -5.60411 0.63636 -1.85267
41 C -3.45300 -1.68564 -0.41506
42 S -2.11399 -2.50162 0.33571
43 C -4.49884 -2.53719 -0.90099
44 N -5.33860 -3.22173 -1.28582
45 C 3.20355 -2.11770 0.53547
46 C 2.21884 -2.69323 1.55578
47 C 3.02256 -3.47905 2.60691
48 C 1.31231 -3.67602 0.80171
49 Si 1.21293 -1.29310 2.38704
50 C 0.08634 -1.86688 3.83093
51 C 0.93320 -1.90129 5.11876
52 C -1.10669 -0.92412 4.04430
53 C -0.48106 -3.27792 3.62861
54 C 2.23807 0.29912 2.76488
55 C 1.43108 1.29819 3.60586
56 C 2.62805 1.04267 1.47871
57 C 3.53352 -0.03586 3.52593
58 H 3.68866 -2.94598 0.00784
59 H 3.98971 -1.53415 1.01529
60 H 2.72581 -1.48398 -0.21594
61 H 3.69395 -4.17247 2.09080
62 H 2.38207 -4.07521 3.25723
63 H 3.64055 -2.83755 3.23674
64 H 1.93645 -4.46105 0.36299
65 H 0.78001 -3.19587 -0.02282
66 H 0.57287 -4.15900 1.43637
67 H 1.28408 -0.91825 5.42717
68 H 1.79779 -2.56214 5.02977
69 H 0.31141 -2.29189 5.93062
70 H -0.80978 0.09552 4.28278
71 H -1.70442 -1.29680 4.88175
72 H -1.76547 -0.90186 3.17217
73 H 0.29552 -4.03875 3.56409
74 H -1.12129 -3.34973 2.74768
75 H -1.09987 -3.52306 4.49717
76 H 0.51181 1.60648 3.09930
77 H 2.03468 2.19964 3.75029
78 H 1.16584 0.92469 4.59295
79 H 1.75325 1.34296 0.89623
80 H 3.27544 0.47562 0.81549
81 H 3.15388 1.96301 1.75484
82 H 3.34758 -0.51447 4.48870
83 H 4.07812 0.89248 3.72564
84 H 4.19736 -0.67894 2.94895